An isolated ion of composition C5H10Cl2N3O2 and charge +1. Source: the OMol25 dataset; level of theory: ωB97M-V with the def2-TZVPD basis set.

Calculated values
- E_LUMO: -4.001 eV
- Charge: +1
- Energy relative to the best compared isomer or geometry (same formula, charge and spin): 84.70 kJ/mol
- Kohn-Sham gap: 10.34 eV
- Highest occupied orbital energy: -14.34 eV

```
22
C5H10Cl2N3O2, DFT ωB97M-V with the def2-TZVPD basis set
C 0.680 1.735 0.253
C -0.718 -1.101 0.318
C 1.147 2.957 -0.481
C -2.113 -0.297 -0.258
C 0.869 -0.782 -0.091
N -0.839 -2.529 0.003
N 1.299 0.462 -0.073
N 1.670 -1.830 -0.198
O -0.151 1.710 1.109
O -0.788 -0.915 1.741
Cl -1.583 0.737 -1.656
Cl -2.958 0.581 0.931
H 1.213 2.840 -1.666
H 2.142 3.294 -0.253
H 0.459 3.801 -0.226
H -2.822 -0.962 -0.791
H -1.080 -3.156 0.883
H -1.712 -2.632 -0.550
H 2.279 0.594 -0.124
H 2.615 -1.703 -0.276
H -0.921 -0.040 1.886
H 1.312 -2.764 -0.480
```